The molecule C13H30BrN2O4PSi at a distorted geometry. Source: the OMol25 dataset; level of theory: wB97M-V/def2-TZVPD.

Each line ends with the Mulliken charge.
Element x y z (Å)
1 C -2.09823 2.60510 1.81880  -1.1017
2 C -1.23288 1.21543 1.59658  0.3981
3 C -1.75439 0.34830 0.26492  -0.1829
4 Br -3.78974 0.45358 0.36804  -0.1768
5 Si -1.07004 -1.43575 0.49495  -0.0922
6 C -1.21071 -2.57690 -1.04737  -0.4627
7 C -2.56779 -2.38129 -1.94436  -0.3244
8 C -2.21238 -1.66759 -3.40970  0.3117
9 N -3.02717 -0.49542 -3.96161  -0.5886
10 O -1.21074 -2.12611 -4.19675  -0.5370
11 O 0.68281 -1.25054 0.82221  -0.5138
12 C 1.39222 -0.81652 -0.39132  -0.1152
13 C 2.81093 -0.03760 -0.12777  0.0368
14 C 3.97847 -1.10239 0.41860  -1.1681
15 C 2.69155 1.32088 0.78164  -0.6915
16 C 2.32270 2.68552 -0.04833  0.5004
17 C 3.62341 3.58619 -0.50008  -1.2070
18 C 1.36748 2.46591 -1.36226  -0.7762
19 P -1.88472 -2.49638 2.26581  0.9536
20 N -2.27188 -4.03127 1.82470  -0.8215
21 O -0.72189 -2.51417 3.60866  -0.5293
22 O -3.36103 -1.73998 2.89079  -0.5132
23 H -2.51057 3.06650 0.81795  0.2797
24 H -1.34093 3.38247 2.29761  0.3625
25 H -2.92850 2.40208 2.62810  0.3161
26 H -1.35824 0.59635 2.60251  0.2176
27 H -0.12776 1.52368 1.36656  -0.5248
28 H -1.33055 0.84759 -0.70496  0.4163
29 H -1.24524 -3.69614 -0.63384  0.4135
30 H -0.29959 -2.54167 -1.78530  0.3335
31 H -3.46758 -1.87903 -1.39050  0.2605
32 H -2.93676 -3.47987 -2.23186  0.3260
33 H -3.89165 -0.48069 -3.34448  0.3188
34 H -2.47509 0.38382 -3.84823  0.2795
35 H 0.64275 -0.21998 -1.09298  0.1357
36 H 1.65409 -1.80791 -1.00239  0.2083
37 H 3.21168 0.31114 -1.19667  0.2252
38 H 4.97871 -0.56897 0.71777  0.3690
39 H 3.52831 -1.78798 1.25518  0.2183
40 H 4.23559 -1.76891 -0.53821  0.3106
41 H 3.77257 1.50126 1.25313  0.3400
42 H 1.98507 1.11656 1.71830  0.2008
43 H 1.69846 3.37149 0.70339  0.1758
44 H 4.07075 3.21653 -1.53307  0.2498
45 H 4.43096 3.50014 0.36197  0.3427
46 H 3.22700 4.70018 -0.62867  0.3354
47 H 1.70178 1.60985 -2.08648  0.1940
48 H 1.44182 3.47431 -1.99730  0.3877
49 H 0.21329 2.35028 -1.11348  -0.0014
50 H -1.72205 -4.71815 2.40765  0.2325
51 H -1.31532 -2.46845 4.44196  0.3335
52 H -4.13317 -1.95150 2.26135  0.3443

Results
2S+1 = 1
gap between HOMO and LUMO = 8.9 eV
SMILES string = CC[C@H](Br)[Si@@](CCC(N)=O)(OC[C@H](C)CC(C)C)P(=N)(O)O
lowest unoccupied orbital energy = -0.11 eV

***

A structure of composition C7H8IPS at a distorted geometry. Source: the OMol25 dataset; level of theory: wB97M-V/def2-TZVPD.

Each line ends with the Mulliken charge.
Element x y z (Å)
1 C -2.01361 0.93170 1.32555  -0.3198
2 C -1.48343 1.62706 0.28793  -0.7039
3 C -1.44367 -0.19649 1.92238  -0.6058
4 C -0.31527 1.15712 -0.29181  -0.1916
5 C -0.32782 -0.71852 1.31135  -0.2126
6 C 0.21836 -0.07515 0.24157  0.7924
7 C 1.39525 -0.76611 -2.15663  -0.8904
8 P 1.82994 -0.55501 -0.31600  0.0279
9 S 1.69831 -3.24419 0.44433  -0.2564
10 I 3.10429 1.58404 -0.33359  -0.0849
11 H -2.87628 1.26330 1.97273  0.2524
12 H -1.98600 2.49769 -0.05765  0.4223
13 H -1.78573 -0.91739 2.64304  0.3508
14 H -0.05509 1.67858 -1.20192  0.4428
15 H 0.11753 -1.68421 1.63687  0.0182
16 H 2.16662 -0.33288 -2.82724  0.3346
17 H 1.47703 -1.85758 -2.34269  0.2983
18 H 0.27957 -0.39197 -2.25821  0.3257

Results
2S+1 = 1
gap between HOMO and LUMO (alpha / beta) = 6.6 / 6.5 eV
lowest unoccupied orbital energy (alpha / beta) = -2.39 / -2.04 eV

***

A structure of composition C34H59ClN2NiO2Si at a distorted geometry. Source: the OMol25 dataset; level of theory: wB97M-V/def2-TZVPD.

Each line ends with the Mulliken charge.
Element x y z (Å)
1 O 0.33410 -2.67110 -2.80490  -0.3371
2 O -1.03010 -2.00900 -4.51210  0.4469
3 C 1.64050 -2.73050 -3.42820  -0.3202
4 C 2.74060 -3.38430 -2.56890  -1.5031
5 H 1.97530 -1.73400 -3.70190  0.3591
6 H 1.58620 -3.22450 -4.39730  0.3606
7 H 2.86760 -2.85870 -1.62430  0.2443
8 H 3.69890 -3.35420 -3.08720  0.4382
9 H 2.52370 -4.42910 -2.34950  0.3765
10 C -0.24590 -3.99930 -2.70020  -0.4001
11 C -0.22620 -4.95340 -3.92170  -1.2046
12 H -1.27890 -3.86300 -2.39200  0.4250
13 H 0.24770 -4.54230 -1.90070  0.6198
14 H -0.60460 -4.47080 -4.82070  0.0828
15 H -0.85370 -5.82430 -3.73520  0.4234
16 H 0.77590 -5.32080 -4.13830  0.3298
17 C -2.42150 -1.88740 -4.21020  -0.0247
18 C -0.46520 -1.42780 -5.68440  0.0493
19 C -3.21930 -3.09860 -4.70000  -1.3588
20 H -2.83190 -0.96090 -4.61380  0.3909
21 H -2.54090 -1.83750 -3.13010  0.0749
22 H -3.13990 -3.23870 -5.77480  0.2877
23 H -4.27530 -2.97920 -4.46190  0.4640
24 H -2.87940 -4.01390 -4.22050  0.2618
25 C -0.89490 -2.16010 -6.95590  -1.4296
26 H 0.61950 -1.46400 -5.61170  0.3090
27 H -0.73830 -0.37830 -5.75680  0.1253
28 H -0.72850 -3.23290 -6.86800  0.2860
29 H -0.32920 -1.80220 -7.81490  0.4195
30 H -1.94830 -1.98980 -7.16970  0.3497
31 H -0.40660 -2.03130 -3.68660  0.2812
32 N 1.50210 0.99040 0.95370  2.0318
33 C 1.44830 2.23970 1.29670  1.3073
34 C 0.29620 3.07950 1.08160  -1.9512
35 C -0.95880 2.75090 0.72060  0.5786
36 C 2.62360 3.00310 1.93030  -1.7064
37 H 3.41880 3.14930 1.19980  0.3003
38 H 3.04440 2.46160 2.77610  0.3246
39 H 2.34680 3.98590 2.31120  0.5243
40 C -2.01140 3.83510 0.52240  -1.9373
41 H -2.81140 3.73900 1.25680  0.4487
42 H -2.44790 3.76210 -0.47330  0.1882
43 H -1.59320 4.83670 0.62180  0.4738
44 N -1.41170 1.47560 0.48770  1.8800
45 C 2.70130 0.28180 1.24220  -1.6277
46 C 3.77570 0.22930 0.31660  1.5940
47 C 3.74820 0.93210 -1.03430  -1.1577
48 C 4.95010 -0.46380 0.62090  -0.8259
49 H 5.75790 -0.50990 -0.09610  0.4811
50 C 5.10440 -1.09100 1.84850  -0.8396
51 H 6.01750 -1.62290 2.07540  0.4174
52 C 4.09390 -1.00480 2.79530  -0.8326
53 H 4.24050 -1.47120 3.75930  0.4749
54 C 2.91130 -0.31460 2.51510  1.4339
55 C 1.89620 -0.20860 3.65210  -1.5686
56 C -2.66910 1.02540 0.95470  -1.8989
57 C -3.75790 0.86290 0.07250  1.3078
58 C -3.66350 1.19070 -1.40980  -0.9203
59 C -4.98420 0.39780 0.55670  -0.8526
60 H -5.81860 0.26330 -0.11640  0.4516
61 C -5.14970 0.11530 1.90890  -0.8692
62 H -6.10240 -0.24010 2.27350  0.3829
63 C -4.09330 0.30870 2.79330  -1.0715
64 H -4.24340 0.10600 3.84390  0.4264
65 C -2.85890 0.77370 2.33070  2.0702
66 C -1.75070 1.01390 3.34810  -0.9071
67 Ni 0.00000 0.00000 0.00000  -0.6797
68 H 3.74990 0.20590 -1.84580  0.3850
69 H 4.64120 1.54670 -1.15220  0.5854
70 H 2.89830 1.59300 -1.15780  -0.6469
71 H 1.38160 0.74990 3.65150  0.2258
72 H 2.38710 -0.27090 4.62390  0.5220
73 H 1.15500 -1.00310 3.59750  0.2764
74 H -4.26050 0.49710 -2.00200  0.4501
75 H -2.64360 1.11080 -1.77500  -0.5430
76 H -4.02150 2.20210 -1.59930  0.3432
77 H -0.81540 0.59830 2.97840  -0.3063
78 H -1.95900 0.54840 4.31140  0.4325
79 H -1.59930 2.08370 3.49270  0.3457
80 H 0.49760 4.12990 1.22110  0.1890
81 C 0.29410 0.52390 -1.95620  1.4131
82 Si 0.39640 2.20830 -2.86210  0.1138
83 H 1.22380 0.14010 -1.55290  -0.7711
84 H -0.67690 0.05040 -1.86800  -0.4556
85 C 1.67060 2.03820 -4.22940  -1.1326
86 C 1.00830 3.70480 -1.91780  -1.1359
87 C -1.25290 2.71290 -3.59040  -0.9347
88 H -1.77870 1.87030 -4.03160  0.0959
89 H -1.12510 3.46940 -4.36270  0.4482
90 H -1.89840 3.13540 -2.82270  0.2086
91 H 2.57560 1.55780 -3.86210  0.2263
92 H 1.95130 3.01460 -4.62150  0.3629
93 H 1.30440 1.45680 -5.07010  0.2342
94 H 1.83810 3.48500 -1.25450  0.2015
95 H 0.20530 4.15720 -1.34200  0.2277
96 H 1.35050 4.47180 -2.61090  0.6070
97 Cl -1.67600 -2.38270 0.67310  -0.3047
98 C -0.28000 -1.44550 1.24940  -0.7447
99 H -0.47280 -1.24070 2.29600  0.2148
100 H 0.61070 -2.10450 1.19630  0.5876

Results
expectation value of S² = 2.0125
2S+1 = 3
gap between HOMO and LUMO (alpha / beta) = 5.8 / 5.9 eV
lowest unoccupied orbital energy (alpha / beta) = 0.01 / 0.01 eV

***

A structure of composition C40H40AsCl2N4O7PSTi at a distorted geometry. Source: the OMol25 dataset; level of theory: wB97M-V/def2-TZVPD.

Each line ends with the Mulliken charge.
Element x y z (Å)
1 Ti 0.12479 1.36152 -0.65803  -1.0270
2 C 1.31122 -6.13377 0.30281  -1.4806
3 C -0.04627 -5.82819 0.87169  0.5899
4 C -0.85524 -6.83366 1.38349  -0.7015
5 C -2.11293 -6.56525 1.90558  -0.7517
6 C -2.56720 -5.25704 1.94068  -1.1153
7 C -1.77057 -4.22956 1.45466  0.0695
8 C -0.52398 -4.51190 0.90343  0.3612
9 N 0.32482 -3.49784 0.40432  0.3068
10 C -0.02910 -2.26946 -0.12089  -0.8596
11 N -1.25984 -2.23460 -0.70038  0.5820
12 C -1.87718 -1.20300 -1.45236  -0.8241
13 C -1.35434 0.08958 -1.56613  1.0239
14 C -2.04020 0.90968 -2.45156  0.5072
15 C -3.21840 0.58396 -3.09885  -1.3250
16 C -3.73264 -0.68124 -2.88562  -1.0241
17 C -3.07000 -1.60115 -2.08505  1.4284
18 C -3.62888 -2.99033 -1.91088  -1.7453
19 N 0.76051 -1.25853 -0.10613  0.9789
20 C 1.90710 -1.31024 0.71552  -1.2610
21 C 3.13308 -1.65004 0.32187  -0.4857
22 C 4.30815 -1.39175 1.17869  -0.9487
23 C 4.21826 -0.74611 2.33710  -1.4506
24 C 2.89537 -0.33961 2.90846  -0.4108
25 C 1.65083 -0.72224 2.07257  1.4362
26 C 0.63893 -1.53195 2.87769  -1.9643
27 H 1.47485 -7.20902 0.25675  0.4130
28 H 2.11646 -5.70999 0.91102  0.3069
29 H 1.42112 -5.72610 -0.70431  0.3019
30 H -0.49019 -7.85394 1.35958  0.3853
31 H -2.72644 -7.37018 2.28741  0.4055
32 H -3.53693 -5.02444 2.36104  0.4317
33 H -2.11324 -3.20518 1.52077  0.5688
34 H 1.30778 -3.56999 0.62024  0.3643
35 H -1.69998 -3.13559 -0.77431  0.2490
36 H -2.07648 2.78016 -2.92271  0.1844
37 H -3.71577 1.29425 -3.74836  0.5036
38 H -4.65870 -0.97481 -3.36612  0.3751
39 H -4.57427 -3.08694 -2.44221  0.4005
40 H -3.82204 -3.23329 -0.86151  0.3441
41 H -2.96314 -3.76509 -2.30770  0.3751
42 H 3.29344 -2.04038 -0.67639  0.4875
43 H 5.27965 -1.69911 0.81131  0.4588
44 H 5.10867 -0.52902 2.91360  0.4162
45 H 2.82427 -0.71318 3.93369  0.6380
46 H 0.46499 -1.06244 3.84827  0.7893
47 H 1.03072 -2.53441 3.06450  0.3847
48 H -0.32507 -1.62503 2.37538  0.0999
49 Cl 3.69992 2.26099 2.23991  -0.1850
50 C 2.45128 1.16779 2.85570  1.8614
51 C 1.95113 1.67035 4.17254  -1.6171
52 C 0.66447 1.77700 4.47887  0.7610
53 Cl 0.20835 2.30693 6.07574  -0.2805
54 C -0.43728 1.50209 3.53868  0.1406
55 C -1.79254 1.62397 3.82117  -1.1856
56 C -2.72063 1.34371 2.83257  -1.6478
57 C -2.28424 1.02924 1.56029  -0.6277
58 N -0.98115 0.93641 1.26950  1.2585
59 C -0.10155 1.11530 2.25744  -0.5503
60 C 1.30285 0.79964 1.85699  0.4212
61 O 1.47218 1.23460 0.55276  1.1842
62 H 2.70237 1.93143 4.90741  0.4994
63 H -2.11661 1.93926 4.80382  0.5351
64 H -3.78054 1.42711 3.02408  0.4850
65 H -2.96610 0.88935 0.73128  0.5820
66 O 1.40190 4.06414 1.16294  -0.7472
67 As 1.68628 4.15292 -0.55324  1.1348
68 O 3.24551 4.40668 -0.90683  -0.7966
69 O 1.00122 2.79682 -1.44141  -0.2002
70 C 0.32460 5.34372 -1.15860  -0.5914
71 C 0.62791 6.54962 -1.76192  -0.8832
72 C -0.39422 7.33663 -2.28691  -0.5571
73 C -1.70763 6.90747 -2.21667  -0.7162
74 C -2.02497 5.69045 -1.61562  -0.5518
75 C -1.01221 4.91461 -1.08355  0.4351
76 S -1.53003 3.44547 -0.16066  1.3897
77 O -1.34990 3.90765 1.24587  -0.9453
78 O -2.93814 3.23362 -0.53887  -0.7353
79 O -1.41478 2.12058 -2.68229  -0.3045
80 H 0.43355 4.13567 1.35913  0.4912
81 H 1.66118 6.86607 -1.83408  0.5152
82 H -0.15829 8.28287 -2.75646  0.4024
83 H -2.49678 7.52366 -2.62960  0.4117
84 H -3.04788 5.34564 -1.53902  0.5668
85 C 1.10564 1.33106 -4.18956  -1.3126
86 P 1.49334 0.47373 -2.64109  2.1043
87 C 3.24777 0.85446 -2.37270  -1.2031
88 C 1.47921 -1.26350 -3.16006  -1.1986
89 H 1.86057 1.08311 -4.93867  0.5045
90 H 1.09394 2.40437 -4.01310  0.2245
91 H 0.12262 1.02524 -4.54615  0.3255
92 H 3.83761 0.54083 -3.23689  0.5352
93 H 3.60160 0.34013 -1.47876  0.1077
94 H 3.37015 1.92524 -2.20745  0.2481
95 H 2.06307 -1.38255 -4.07508  0.5861
96 H 0.44950 -1.57568 -3.34452  0.2371
97 H 1.88977 -1.89946 -2.37954  0.0960

Results
2S+1 = 1
gap between HOMO and LUMO = 8.0 eV
lowest unoccupied orbital energy = -0.05 eV